DFT (ωB97M-V/def2-TZVPD) results for a structure of composition C25H23BI2N10OTl in a non-equilibrium geometry.

For the energy above the lowest of the compared OMol25 structures with the same formula, charge and spin, the calculation gives 7.1 kcal per mole. Its energy is -64815.95809 eV. The value obtained for the lowest unoccupied orbital energy (spin up / spin down) is -0.0299 / -0.1353 Eh. The calculation puts the HOMO-LUMO gap (spin up / spin down) at 6.95 / 4.07 eV. The spin multiplicity is 2.

CARTESIAN COORDINATES (ANGSTROEM)
Tl1 -0.53593 1.45345 -0.95369
C1 0.20339 -2.94538 2.87852
C2 0.32080 -1.65167 2.33989
N1 0.47731 -1.70754 0.97440
N2 0.46886 -3.03765 0.62106
C3 0.31767 -3.82757 1.75133
B1 0.00477 -3.27173 -0.91639
N3 1.03156 -2.64526 -1.94017
C4 2.40117 -2.96556 -2.04985
C5 3.04331 -2.08616 -2.96222
C6 2.01089 -1.16443 -3.28951
N4 0.81191 -1.50380 -2.70346
N5 -1.40853 -2.81048 -1.22132
C7 -2.51002 -3.50839 -0.76883
C8 -3.67282 -2.71120 -0.86435
C9 -3.15552 -1.42716 -1.27197
N6 -1.81581 -1.46930 -1.40742
N7 0.10229 -4.81683 -1.11339
C10 -0.52885 -5.62053 -2.07715
C11 0.25039 -6.74405 -2.28462
C12 1.37012 -6.57774 -1.43890
N8 1.18858 -5.49785 -0.61396
H1 0.06296 -3.24039 3.91282
H2 0.33393 -0.66503 2.82668
H3 0.34700 -4.91118 1.68377
H4 2.86654 -3.72741 -1.44260
H5 4.08348 -2.09572 -3.25430
H6 1.95503 -0.25317 -3.90450
H7 -2.46952 -4.55535 -0.44665
H8 -4.69640 -2.97337 -0.56736
H9 -3.67133 -0.46964 -1.37172
H10 -1.51771 -5.41912 -2.48474
H11 0.02258 -7.58841 -2.96103
H12 2.28082 -7.16598 -1.32027
I1 -1.40025 8.92129 -0.04783
C13 -1.86403 6.89543 -0.32580
C14 -1.70919 6.40157 -1.61125
C15 -1.83705 5.04924 -1.86937
I2 -1.28293 4.27525 -3.80366
C16 -2.22558 4.16267 -0.79654
O1 -2.58487 2.93665 -1.05998
C17 -2.16672 4.71243 0.53012
C18 -2.09569 3.73570 1.70416
N9 -0.83782 2.96000 1.64221
C19 0.37341 3.77881 1.70223
C20 1.55851 2.84608 1.89078
C21 1.80945 2.25302 3.12681
C22 2.94454 1.42841 3.24988
C23 3.71621 1.15621 2.10746
C24 3.37003 1.81168 0.93051
N10 2.30608 2.65726 0.79334
C25 -2.13611 6.06431 0.76726
H13 -1.40075 7.04644 -2.41520
H14 -2.92969 3.00758 1.64715
H15 -2.18053 4.33679 2.64636
H16 -0.81713 2.18938 2.34766
H17 0.35861 4.50932 2.58880
H18 0.45070 4.39644 0.80690
H19 1.14891 2.37948 3.95030
H20 3.21478 0.93733 4.21452
H21 4.62423 0.52751 2.13503
H22 3.94555 1.72837 0.01165
H23 -2.32559 6.49694 1.77840

Results of the Löwdin charge analysis, in e, for atoms 1 through 8:
1. Tl 0.904
2. C -0.092
3. C -0.186
4. N 0.033
5. N -0.014
6. C -0.073
7. B -0.662
8. N 0.009